Entry 1:
Formula: C19H28BrFeO2
Source: the Open Molecules 2025 dataset
Level of theory: ωB97M-V/def2-TZVPD

Output
- LUMO level (spin up / spin down) (eV) = 2.77 / 2.77
- Kohn-Sham gap (spin up / spin down) (eV) = 5.4 / 5.7
- total charge = -1
- 2S+1 = 5
- expectation value of S² = 6.03

```
51
Properties=species:S:1:pos:R:3:forces:R:3
O -0.152 0.543 -0.851 2.0 0.2 -2.5
C 1.232 0.977 -1.280 0.0 0.0 1.3
C 0.985 0.705 -2.731 0.2 0.0 0.0
H 2.016 0.348 -0.836 -0.5 0.3 -0.1
H 1.420 2.026 -1.020 -0.2 -0.4 0.0
C -0.451 0.392 -2.336 -0.3 0.0 0.1
H 1.545 -0.179 -3.060 -0.2 0.3 -0.2
H 1.131 1.571 -3.381 -0.1 -0.2 -0.1
C -0.838 -0.998 -2.788 -0.5 -0.3 -0.1
H -0.231 -1.788 -2.323 -0.2 0.3 -0.1
H -0.724 -1.058 -3.887 0.2 0.1 0.4
H -1.897 -1.165 -2.598 0.0 -0.3 0.1
C -1.480 1.435 -2.734 -0.1 0.0 0.1
H -1.074 2.456 -2.633 -0.3 -0.4 0.2
H -2.389 1.299 -2.123 0.4 0.2 -0.1
H -1.763 1.291 -3.781 0.1 0.0 0.0
Fe -0.830 0.693 1.258 -0.1 -0.2 -0.6
C -1.425 2.346 2.627 1.2 1.1 0.2
C -0.117 1.972 3.078 -0.4 1.7 -0.8
C 0.798 2.241 2.006 -0.1 0.8 0.6
H 0.145 1.628 4.076 -0.2 -0.1 -0.6
C 0.081 2.837 0.933 -0.6 0.4 0.8
C -1.310 2.853 1.279 0.8 1.0 0.6
H -2.097 3.283 0.657 0.2 -0.3 0.3
H -2.308 2.353 3.259 0.3 -0.1 -0.4
H 1.882 2.125 2.065 -0.4 -0.1 -0.1
H 0.521 3.362 0.086 -0.2 -0.5 0.1
C -3.179 0.181 2.221 -0.8 -1.1 -0.8
C -2.958 0.418 0.800 -0.6 -1.5 0.6
C -2.499 -0.843 0.255 -0.5 -0.1 1.0
H -3.338 1.249 0.215 0.1 -0.1 0.2
C -2.358 -1.771 1.321 -1.6 0.5 -0.1
C -2.845 -1.153 2.523 -0.8 0.0 -1.3
H -2.994 -1.665 3.471 0.4 0.3 -0.1
H -3.611 0.887 2.924 0.1 -0.2 -0.2
H -2.482 -1.104 -0.796 0.4 0.2 0.3
H -2.003 -2.799 1.228 0.0 0.4 0.0
O 2.048 -2.629 -1.240 1.4 0.9 0.7
C 1.428 -2.299 0.023 -0.9 -0.4 0.2
C 2.349 -1.362 0.819 0.4 -0.3 0.0
H 1.264 -3.230 0.600 0.2 0.3 -0.2
H 0.427 -1.906 -0.201 0.4 0.1 0.2
C 3.733 -1.579 0.189 0.0 0.1 -0.6
H 2.368 -1.667 1.864 -0.1 0.1 -0.2
H 2.052 -0.311 0.814 -0.1 -0.4 0.1
C 3.474 -2.576 -0.970 0.1 -0.6 0.1
H 4.429 -1.969 0.949 -0.1 0.1 -0.5
H 4.155 -0.651 -0.229 -0.1 -0.2 0.3
H 3.823 -3.580 -0.660 -0.2 0.2 -0.1
H 4.026 -2.318 -1.888 -0.4 0.0 0.2
Br 0.023 -0.870 2.804 1.6 -1.7 1.4
```
Positions in Å, forces in eV/Å.

=====

Entry 2:
Formula: C19H28BrN3O3S
Source: the Open Molecules 2025 dataset
Level of theory: ωB97M-V/def2-TZVPD

Output
- LUMO level (eV) = 0.35
- SMILES string = CC(=O)N1CCc2cc(Br)cc(S(=O)(=O)NCCCN3CCC[C@@H](C)C3)c21
- Kohn-Sham gap (eV) = 8.2
- 2S+1 = 1

```
55
Properties=species:S:1:pos:R:3:forces:R:3
C -3.888 3.252 1.552 0.0 -0.2 0.0
C -2.475 2.865 1.891 -0.2 0.3 0.3
O -2.185 1.853 2.496 -0.3 -0.1 0.1
N -1.515 3.760 1.506 0.0 0.0 -0.1
C -0.154 3.500 1.599 0.4 0.1 0.2
C 0.512 2.309 1.383 -0.4 -0.4 -0.2
C 1.889 2.279 1.556 0.2 0.0 0.1
C 2.566 3.426 1.925 0.1 0.0 0.0
C 1.915 4.653 2.054 0.0 -0.2 -0.1
C 0.554 4.679 1.873 -0.2 -0.4 -0.1
C -0.412 5.829 1.894 -0.1 0.0 0.2
H -0.558 6.183 2.917 0.0 0.0 0.0
H -0.068 6.668 1.291 -0.1 0.0 0.0
C -1.698 5.196 1.326 -0.3 0.4 -0.2
H -1.799 5.419 0.258 0.0 0.1 0.1
H -2.592 5.542 1.844 0.1 0.0 -0.1
H 2.473 5.550 2.274 0.1 0.1 0.0
Br 4.439 3.357 2.190 0.0 0.0 0.0
H 2.407 1.355 1.358 0.2 0.0 0.0
S -0.236 0.914 0.521 0.3 0.3 0.3
O -1.421 1.373 -0.153 -0.1 0.0 0.1
O 0.812 0.398 -0.310 0.2 -0.3 0.0
N -0.563 -0.205 1.723 0.6 0.7 -0.2
H -0.895 0.325 2.521 0.0 0.2 0.1
C -1.581 -1.184 1.350 -0.4 -0.3 -0.5
C -1.144 -1.991 0.135 0.2 -0.2 0.2
H -1.023 -1.308 -0.706 -0.1 -0.1 -0.1
H -1.930 -2.710 -0.106 0.0 0.1 -0.1
C 0.187 -2.721 0.390 -0.2 0.2 0.0
N 0.740 -3.447 -0.729 -0.1 -0.1 0.0
C -0.026 -4.598 -1.159 0.2 -0.3 0.0
C 0.855 -5.469 -2.053 -0.3 0.1 -0.1
C 1.342 -4.664 -3.254 0.3 0.0 0.3
C 2.050 -3.396 -2.776 -0.2 0.2 -0.3
C 2.501 -2.533 -3.950 0.0 -0.2 0.3
H 3.188 -3.085 -4.589 0.1 0.0 -0.1
H 3.003 -1.638 -3.592 0.1 0.1 0.0
H 1.645 -2.228 -4.548 -0.1 0.1 -0.1
C 1.101 -2.618 -1.862 0.4 -0.1 0.0
H 1.580 -1.711 -1.490 0.0 0.0 0.0
H 0.216 -2.315 -2.449 0.0 0.1 0.0
H 2.924 -3.687 -2.186 0.0 0.0 0.0
H 2.018 -5.269 -3.863 0.0 0.0 -0.1
H 0.487 -4.386 -3.876 0.0 0.0 -0.1
H 1.714 -5.808 -1.472 0.0 -0.1 0.1
H 0.294 -6.346 -2.383 0.0 -0.1 0.0
H -0.333 -5.164 -0.276 -0.1 0.0 0.0
H -0.935 -4.311 -1.719 0.0 0.0 0.0
H 0.056 -3.428 1.215 0.0 0.1 0.1
H 0.925 -1.973 0.690 0.0 -0.1 0.1
H -2.528 -0.674 1.130 0.0 -0.1 0.1
H -1.722 -1.839 2.214 0.0 0.1 0.0
H -4.522 2.379 1.672 0.0 0.0 0.0
H -4.244 4.032 2.225 0.0 0.1 0.0
H -3.945 3.608 0.527 0.0 0.1 -0.1
```
Positions in Å, forces in eV/Å.

=====

Entry 3:
Formula: C19H28BrO2Rh
Source: the Open Molecules 2025 dataset
Level of theory: ωB97M-V/def2-TZVPD

Output
- LUMO level (spin up / spin down) (eV) = 0.58 / 0.50
- Kohn-Sham gap (spin up / spin down) (eV) = 4.6 / 8.4
- 2S+1 = 5
- expectation value of S² = 6.02

```
51
Properties=species:S:1:pos:R:3:forces:R:3
O 2.504 -0.568 -0.907 0.9 -0.8 -0.8
C 3.185 -0.718 -2.205 0.2 0.0 0.5
C 3.838 -2.052 -1.814 -0.7 -0.1 -0.1
H 3.949 0.053 -2.345 -0.4 0.2 -0.2
H 2.463 -0.779 -3.018 0.1 0.3 -0.1
C 3.124 -1.841 -0.468 0.1 0.4 0.7
H 4.932 -2.048 -1.795 -0.3 -0.1 0.1
H 3.442 -2.921 -2.362 0.4 0.3 0.1
C 4.057 -1.606 0.709 0.0 0.1 0.2
H 4.813 -0.841 0.504 -0.2 -0.1 -0.1
H 4.577 -2.531 0.964 0.0 0.0 -0.1
H 3.498 -1.295 1.599 0.0 0.0 -0.1
C 2.050 -2.854 -0.138 0.2 0.1 0.0
H 1.345 -2.903 -0.967 -0.1 -0.1 0.0
H 1.516 -2.550 0.770 0.1 -0.2 -0.1
H 2.518 -3.833 0.009 -0.2 0.1 0.1
Rh -2.238 0.481 0.404 -5.9 4.3 6.8
C -2.808 -1.095 -0.660 -5.9 -6.3 -4.6
C -3.487 0.095 -0.787 -3.4 -0.8 -10.2
C -2.312 1.028 -1.291 -5.8 0.2 -9.2
H -4.469 0.209 -1.234 -0.1 0.2 1.0
C -1.185 0.320 -1.076 3.2 -2.8 -10.9
C -1.517 -0.977 -0.899 6.8 -5.7 -5.0
H -0.727 -1.736 -0.739 -0.8 0.4 -0.4
H -3.240 -2.064 -0.450 -0.4 0.2 -0.3
H -2.449 1.731 -2.087 -0.5 0.6 0.4
H -0.233 0.544 -1.453 0.2 0.3 -1.3
C -3.116 -0.920 1.644 -4.6 -2.6 4.6
C -1.935 -1.377 1.289 2.5 -8.9 1.4
C -0.954 -0.434 1.338 6.4 -5.4 5.8
H -1.827 -2.344 0.822 0.4 0.0 0.6
C -1.452 0.618 2.052 -1.5 -1.6 10.8
C -2.830 0.182 2.371 0.5 1.7 6.2
H -3.452 0.671 3.091 -0.1 0.1 -0.1
H -4.081 -1.301 1.330 0.1 -0.1 0.8
H 0.054 -0.768 1.291 0.6 0.1 -0.5
H -0.990 1.305 2.718 0.5 0.8 -0.2
O -0.907 1.772 0.395 -8.0 -5.7 5.6
C 0.193 1.357 0.392 15.7 -0.6 2.9
C 0.713 2.738 0.324 9.3 -1.6 0.3
H 0.525 0.696 -0.386 1.3 0.2 1.3
H 0.458 1.043 1.401 0.7 -0.5 -0.5
C -0.357 3.551 0.389 -3.1 9.4 -3.0
H 1.253 2.793 -0.613 0.9 0.7 0.2
H 1.197 2.982 1.248 2.2 -0.2 -0.1
C -1.384 2.709 -0.179 -3.3 11.5 -4.8
H -0.093 4.242 -0.418 -0.6 1.8 0.9
H -0.598 4.000 1.328 -0.2 0.3 0.5
H -1.192 2.633 -1.258 -0.3 1.0 0.0
H -2.456 2.748 0.201 1.8 2.1 -1.6
Br -3.915 1.855 0.965 -8.2 6.8 2.4
```
Positions in Å, forces in eV/Å.

=====

Entry 4:
Formula: C19H28BrO2Ru
Source: the Open Molecules 2025 dataset
Level of theory: ωB97M-V/def2-TZVPD

Output
- LUMO level (spin up / spin down) (eV) = -5.37 / -5.62
- Kohn-Sham gap (spin up / spin down) (eV) = 6.2 / 6.3
- total charge = +1
- 2S+1 = 5
- expectation value of S² = 6.07

```
51
Properties=species:S:1:pos:R:3:forces:R:3
O -1.413 -5.630 -1.744 -1.4 -2.1 -0.2
C -2.578 -6.402 -1.186 -0.4 0.9 0.9
C -2.649 -7.416 -2.309 0.9 0.8 0.2
H -3.482 -5.779 -1.127 0.5 -0.1 0.1
H -2.330 -6.809 -0.196 0.0 0.2 -0.2
C -1.378 -6.662 -2.782 0.5 -1.3 -1.1
H -3.497 -7.282 -2.975 0.0 -0.1 0.1
H -2.500 -8.455 -2.011 -0.1 0.1 -0.2
C -1.538 -6.109 -4.186 0.2 0.1 0.3
H -2.386 -5.419 -4.216 0.1 0.0 -0.1
H -1.727 -6.939 -4.874 0.0 0.1 0.1
H -0.622 -5.605 -4.496 0.0 0.1 -0.1
C -0.137 -7.546 -2.630 -0.1 0.3 -0.1
H -0.099 -7.953 -1.609 0.1 0.1 -0.3
H 0.761 -6.945 -2.816 0.0 -0.2 0.1
H -0.175 -8.378 -3.353 0.0 0.3 0.3
Ru 0.166 -1.533 -0.398 -1.6 2.9 -0.5
C 1.838 -0.387 1.277 0.1 0.2 0.9
C 0.813 -0.233 2.229 0.3 0.0 -0.3
C 0.040 -1.420 2.280 0.3 -0.8 0.9
H 0.673 0.647 2.863 -0.2 -0.3 -0.5
C 0.663 -2.415 1.444 0.9 -0.1 0.4
C 1.805 -1.761 0.797 0.0 -1.1 1.0
H 2.598 -2.317 0.297 0.0 0.3 0.3
H 2.574 0.375 0.981 -0.5 -0.5 0.3
H -0.828 -1.625 2.923 0.5 0.3 -0.5
H 0.497 -3.497 1.445 0.0 0.5 0.2
C 1.111 0.757 -1.644 0.2 0.1 0.1
C 1.899 -0.424 -1.582 -0.4 -0.1 -0.7
C 1.156 -1.504 -2.188 -0.3 0.1 -1.5
H 2.942 -0.460 -1.296 -0.2 -0.1 0.1
C -0.162 -0.971 -2.521 1.2 0.2 -0.6
C -0.148 0.442 -2.178 0.2 -1.3 -0.3
H -0.961 1.142 -2.345 0.1 -0.2 0.2
H 1.445 1.747 -1.337 -0.2 -0.3 0.1
H 1.545 -2.483 -2.465 0.0 0.4 -0.1
H -0.902 -1.488 -3.116 0.0 0.2 0.2
O -3.937 -3.670 -2.297 1.0 0.4 1.7
C -2.667 -3.079 -1.928 -0.3 0.8 -0.1
C -2.408 -3.369 -0.450 0.1 -1.3 -0.6
H -2.729 -1.971 -2.024 -0.2 -0.4 -0.2
H -1.860 -3.450 -2.564 -0.4 -0.2 -0.1
C -3.816 -3.391 0.146 0.3 0.5 0.1
H -1.734 -2.619 -0.012 -0.4 -0.3 0.1
H -1.928 -4.352 -0.357 -0.1 0.7 0.1
C -4.725 -3.639 -1.068 -1.1 0.1 -0.5
H -4.041 -2.411 0.598 0.0 -0.4 0.0
H -3.907 -4.182 0.897 -0.1 0.3 -0.1
H -5.493 -2.827 -1.137 0.6 -0.6 -0.1
H -5.268 -4.602 -0.989 0.3 0.5 -0.1
Br -1.904 -0.220 0.200 -0.4 0.8 0.4
```
Positions in Å, forces in eV/Å.

=====

Q: What is the 2S+1 in the second record?
A: 1

=====

Q: Number 1 is which compound?
A: C19H28BrFeO2